Computed, not measured: a gas-phase ion, C9H13NOP (charge +1) at a distorted geometry, with ωB97M-V/def2-TZVPD.

## Properties
HOMO-LUMO gap: 6.6 eV
Electronic energy: -821.69143 Eh
SMILES string: [NH3+]/C=P/C[C@H]1C=CC=C/C1=C\O
Energy above the lowest of the compared OMol25 structures with the same formula, charge and spin: 405.0 kJ/mol
Lowest unoccupied orbital energy: -4.208 eV
Charge: +1

Positions of all 25 atoms, in Å:
C 2.944 -0.790 -0.428
C 2.120 -1.405 0.423
C 2.699 0.503 -0.924
C 0.883 -0.760 0.970
C 1.713 1.267 -0.420
C 0.723 0.642 0.524
C -0.259 -1.754 0.502
C -0.197 1.370 1.121
C -2.348 -0.467 -0.593
N -3.495 0.454 -0.763
O -0.558 2.677 0.828
P -2.041 -1.202 0.837
H 3.856 -1.347 -0.954
H 2.465 -2.399 0.912
H 3.243 1.023 -1.668
H 0.948 -0.766 2.050
H 1.572 2.393 -0.625
H -0.092 -2.778 1.020
H -0.222 -1.945 -0.601
H -0.860 1.020 1.936
H -1.475 -0.540 -1.335
H -4.195 0.397 -0.113
H -3.205 1.392 -0.986
H -4.067 0.276 -1.657
H -0.156 2.740 -0.056

Cartesian forces (eV/Å) of the 6 atoms listed first:
2.06 -3.07 -1.72
1.81 -1.52 1.35
-1.56 2.87 0.04
-0.13 -1.46 -0.56
-1.63 0.38 0.52
1.45 1.29 -0.63

Computed, not measured: C9H13NOS in the gas phase at a distorted geometry, with ωB97M-V/def2-TZVPD.

## Properties
HOMO-LUMO gap: 10.1 eV
Electronic energy: -878.80303 Eh
Energy above the lowest of the compared OMol25 structures with the same formula, charge and spin: 282.6 kJ/mol
Lowest unoccupied orbital energy: 0.732 eV
Charge: 0

Positions of all 25 atoms, in Å:
C -2.268 -0.538 0.015
C 1.203 -1.467 -0.843
C 1.162 -0.181 -0.917
C 0.260 -2.356 -0.073
C 0.068 0.551 -0.273
C -0.390 -1.715 1.149
C -1.073 -0.358 0.705
C 2.170 0.768 -1.554
C -2.746 1.690 1.637
N -3.266 -0.743 -0.543
O -0.303 1.319 2.619
S -1.446 0.470 2.289
H 2.105 -1.806 -1.357
H -0.566 -2.699 -0.788
H 0.745 -3.321 0.186
H 0.440 1.282 0.514
H -0.563 1.235 -0.967
H -1.185 -2.295 1.600
H 0.460 -1.307 1.869
H 2.989 0.744 -0.884
H 1.617 1.659 -1.666
H 2.352 0.345 -2.478
H -3.236 1.318 0.833
H -2.186 2.677 1.408
H -3.223 1.917 2.587

Cartesian forces (eV/Å) of the 6 atoms listed first:
-2.65 -1.22 -1.97
1.42 -1.90 -0.18
-1.33 2.30 0.59
-0.89 -1.52 -1.18
-3.47 1.92 2.71
1.67 2.63 -0.17

Computed, not measured: 2 unconnected molecules or ions with the total composition C9H13NS2 at a distorted geometry, with ωB97M-V/def2-TZVPD.

## Properties
HOMO-LUMO gap (alpha / beta): 7.1 / 8.3 eV
Electronic energy: -1201.56054 Eh
Energy above the lowest of the compared OMol25 structures with the same formula, charge and spin: 568.0 kJ/mol
Lowest unoccupied orbital energy (alpha / beta): -0.231 / 0.318 eV
Charge: 0

Positions of all 25 atoms, in Å:
C 0.418 -3.182 0.940
C 0.387 -1.808 0.776
C -0.387 -3.867 0.090
C -0.447 -1.344 -0.162
C 3.487 -0.389 0.020
C -0.874 -0.019 -0.571
C -0.146 1.075 -0.614
C -2.324 0.054 -1.109
C -0.250 2.466 -0.744
N 2.928 1.651 -1.309
S -1.227 -2.761 -0.862
S 2.274 0.734 -0.250
H 0.991 -3.686 1.587
H 0.975 -1.295 1.416
H -0.430 -4.929 0.217
H 3.814 -0.756 -0.998
H 3.648 -1.086 0.758
H -3.070 -0.193 -0.298
H -2.689 1.040 -1.550
H -2.331 -0.572 -1.984
H 0.578 3.069 -0.216
H -1.112 2.847 -0.235
H -0.013 2.759 -1.803
H 2.412 2.027 -2.064
H 2.623 1.336 0.922

Cartesian forces (eV/Å) of the 6 atoms listed first:
-1.58 0.21 -2.24
-0.23 -0.70 -0.15
0.50 0.55 0.90
-1.00 -1.28 -0.82
0.44 -0.31 -3.92
-1.16 1.20 -0.88

Computed, not measured: 2 unconnected molecules or ions with the total composition C9H13O3PS at a distorted geometry, with ωB97M-V/def2-TZVPD.

## Properties
HOMO-LUMO gap (alpha / beta): 8.0 / 6.7 eV
Electronic energy: -1315.82244 Eh
Energy above the lowest of the compared OMol25 structures with the same formula, charge and spin: 359.2 kJ/mol
Lowest unoccupied orbital energy (alpha / beta): -0.145 / -0.401 eV
Charge: 0

Positions of all 27 atoms, in Å:
C -2.924 0.765 0.028
C -1.981 1.758 -0.147
C -2.605 -0.574 0.029
C -0.634 1.377 -0.174
C -1.241 -0.978 0.032
C -0.302 0.068 0.001
C 0.061 3.527 -0.849
C -1.478 -3.407 0.339
C 3.574 -1.940 0.089
O 0.394 2.285 -0.274
O -0.705 -2.220 0.153
O 3.309 -0.939 -0.837
P 2.629 0.531 -0.551
S 2.849 0.818 1.581
H -4.041 0.985 -0.048
H -2.173 2.797 -0.126
H -3.447 -1.348 0.190
H -0.706 3.456 -1.557
H 1.034 3.886 -1.395
H -0.274 4.389 -0.084
H -0.989 -3.828 1.155
H -1.157 -3.975 -0.542
H -2.568 -3.192 0.458
H 4.613 -1.705 0.482
H 3.323 -2.841 -0.487
H 2.846 -1.829 0.965
H 2.594 2.132 1.566

Cartesian forces (eV/Å) of the 6 atoms listed first:
-2.26 0.46 -1.17
0.86 -0.56 0.46
-0.24 -2.67 0.92
-0.25 -0.01 0.46
0.27 1.25 0.49
0.83 -0.93 -0.96

Computed, not measured: C9H13OP in the gas phase at a distorted geometry, with ωB97M-V/def2-TZVPD.

## Properties
HOMO-LUMO gap: 9.7 eV
Electronic energy: -767.10997 Eh
SMILES string: OCC#CPCCC=C1CC1
Energy above the lowest of the compared OMol25 structures with the same formula, charge and spin: 575.8 kJ/mol
Lowest unoccupied orbital energy: 0.735 eV
Charge: 0

Positions of all 24 atoms, in Å:
C 2.392 -0.353 -0.780
C 1.579 -1.224 -0.546
C -1.384 -1.673 0.855
C -1.147 -0.557 -0.150
C -0.586 1.909 0.701
C -0.670 1.897 -0.782
C -0.252 -2.693 0.735
C -1.073 0.730 0.000
C 3.126 0.920 -0.662
O 2.403 2.125 -0.845
P 0.792 -2.784 -0.773
H -1.583 -1.302 1.950
H -2.204 -2.209 0.430
H -0.339 -2.255 -1.712
H -1.197 -0.816 -1.199
H 0.448 1.785 1.137
H -1.290 2.655 1.180
H -1.223 2.678 -1.293
H 0.271 1.744 -1.259
H 0.375 -2.414 1.555
H -0.588 -3.667 1.028
H 3.663 0.942 0.270
H 3.972 1.013 -1.275
H 1.500 2.087 -0.332

Cartesian forces (eV/Å) of the 6 atoms listed first:
-0.26 1.00 0.83
0.82 -0.09 -1.18
0.39 1.16 -0.13
-1.35 -0.44 0.44
0.27 0.88 2.29
0.56 0.23 -1.17

Computed, not measured: 2 unconnected molecules or ions with the total composition C9H14 at a distorted geometry, with ωB97M-V/def2-TZVPD.

## Properties
HOMO-LUMO gap (alpha / beta): 2.6 / 6.9 eV
Electronic energy: -351.26366 Eh
Energy above the lowest of the compared OMol25 structures with the same formula, charge and spin: 41.1 kJ/mol
Spin multiplicity: 2
Lowest unoccupied orbital energy (alpha / beta): 3.686 / 3.558 eV
Charge: -1

Positions of all 23 atoms, in Å:
C 3.661 -1.021 -0.266
C 4.063 -1.901 -1.468
H 3.209 -0.111 -0.649
H 2.977 -1.515 0.413
H 4.555 -0.659 0.234
H 3.311 -1.813 -2.247
H 4.138 -2.953 -1.192
H 5.012 -1.540 -1.847
C -3.120 1.571 1.641
C -0.083 -0.384 -0.728
C -0.984 0.491 -1.358
C -0.127 -0.566 0.640
C -1.921 1.195 -0.562
C -1.079 0.119 1.427
C -2.054 0.968 0.784
H 0.597 -0.893 -1.408
H -0.987 0.632 -2.433
H 0.606 -1.236 1.083
H -2.588 1.912 -1.032
H -0.883 0.040 2.496
H -3.401 0.868 2.435
H -3.975 1.920 1.072
H -2.679 2.338 2.318

Cartesian forces (eV/Å) of the 6 atoms listed first:
0.42 0.16 -0.83
-0.39 0.30 0.64
-0.45 0.05 0.09
-0.06 0.08 0.11
0.11 -0.30 0.50
-0.03 -0.10 -0.18

Which of these has the lowest electronic energy?
C9H13O3PS